1.
67
Properties=species:S:1:pos:R:3:forces:R:3:mulliken_spin:R:1 method="wB97M-V/def2-TZVPD" s2=6.03 energy_ev=-139461.302 total_charge=-2 e_lumo_ev="4.22 / 4.22" gap_ev="6.08 / 6.42" multiplicity=5 homo_ev="-1.859 / -2.202"
Mn -0.004113 -1.456199 0.800490 -0.1 0.1 0.0 2.97
Cl -4.382810 -1.989008 6.014567 0.0 0.0 0.0 0.00
C -3.719428 -1.934869 4.402431 0.0 0.0 0.0 0.00
C -2.335492 -1.930868 4.257089 0.0 0.0 0.0 0.00
C -1.776547 -1.885369 2.987271 0.0 0.0 0.0 0.04
N -0.418994 -1.873442 2.681816 0.0 0.0 0.1 -0.02
C 0.576489 -2.103833 3.544263 0.0 0.2 0.0 0.00
O 0.528596 -2.370828 4.745284 0.0 -0.1 0.0 0.02
C 1.923173 -1.984169 2.849489 0.0 -0.1 0.0 0.04
C 3.089777 -2.154227 3.568254 0.0 0.0 0.0 0.00
C 4.302204 -2.008809 2.917618 0.0 0.0 0.0 0.01
C 4.306815 -1.691995 1.570760 0.0 0.0 0.0 0.00
C 3.095853 -1.540646 0.919105 0.1 0.0 0.0 0.01
N 1.925811 -1.698488 1.534311 0.0 0.0 0.1 -0.06
C -2.624116 -1.851786 1.844780 0.0 0.0 0.0 0.02
C -4.000077 -1.865070 2.011917 0.0 0.0 0.0 0.00
C -4.542962 -1.902038 3.293063 0.0 0.0 0.0 0.00
Cl -6.279871 -1.912050 3.456928 0.0 0.0 0.0 0.00
N -1.939928 -1.829500 0.622667 -0.1 0.0 0.2 -0.09
C -2.460446 -2.293376 -0.515811 0.0 0.1 0.0 0.03
O -3.614812 -2.639429 -0.769935 -0.1 -0.1 0.0 0.02
C -1.392436 -2.417110 -1.578388 0.0 -0.1 -0.1 0.01
C -1.735512 -2.807689 -2.862256 0.0 0.0 0.1 0.00
C -0.736700 -2.932433 -3.806667 0.0 0.0 0.0 0.01
C 0.572859 -2.679211 -3.433833 0.0 0.0 0.0 0.00
C 0.831602 -2.304819 -2.127955 0.0 0.0 0.0 0.02
N -0.127806 -2.172725 -1.210892 0.1 0.0 -0.1 0.00
H -1.691954 -1.970271 5.121588 0.0 0.0 0.0 0.00
H 3.007015 -2.360332 4.625328 0.0 0.0 0.0 0.00
H 5.232540 -2.100034 3.463685 0.0 0.0 0.0 0.00
H 5.226665 -1.515359 1.031659 0.0 0.0 0.0 0.00
H 3.051006 -1.247998 -0.121976 0.0 0.0 0.0 0.00
H -4.643172 -1.858920 1.146441 0.0 0.0 0.0 0.00
H -2.780415 -2.979543 -3.075915 0.0 0.0 0.0 0.00
H -0.974380 -3.210678 -4.826346 0.0 0.0 0.0 0.00
H 1.388579 -2.743329 -4.140677 0.0 0.0 0.0 0.00
H 1.836164 -2.077053 -1.806710 0.0 0.0 0.0 0.00
C 0.551999 3.097312 -5.609369 0.0 0.0 0.0 0.00
C 0.906834 1.641376 -5.365389 0.0 0.0 0.0 0.00
O 1.490432 1.423163 -4.088782 0.0 0.0 0.0 0.00
P 0.591731 1.458986 -2.715260 0.0 0.1 -0.1 0.01
S 1.741879 0.682134 -1.328234 0.1 0.1 -0.1 0.00
S -1.224442 0.796724 -3.086585 0.0 0.0 0.0 0.00
O 0.427308 3.057751 -2.454637 0.0 -0.1 0.1 0.00
C 1.509799 3.826169 -1.911381 0.0 0.0 -0.1 0.00
C 1.274939 4.129660 -0.448347 0.0 0.0 0.0 0.00
H 0.197016 3.226611 -6.635813 0.0 0.0 0.0 0.00
H 1.424699 3.735850 -5.457538 0.0 0.0 0.0 0.00
H -0.232415 3.413390 -4.922731 0.0 0.0 0.0 0.00
H 1.657079 1.304201 -6.085516 0.0 0.0 0.0 0.00
H 0.015914 1.015721 -5.465846 0.0 0.0 0.0 0.00
H 1.544532 4.746438 -2.502482 0.0 0.0 0.0 0.00
H 2.452503 3.291982 -2.046106 0.0 0.0 0.0 0.00
H 0.310310 4.622774 -0.314474 0.0 0.0 0.0 0.00
H 2.063614 4.782583 -0.066383 0.0 0.0 0.0 0.00
H 1.291658 3.212443 0.139339 0.0 0.0 0.0 0.00
I 3.409951 1.744115 3.135561 0.0 0.1 0.0 0.10
C 0.287031 1.394469 2.369629 -0.1 -0.1 -0.1 0.77
C -0.143135 2.582530 2.937116 0.0 0.1 0.0 0.03
C -1.246430 3.179579 2.354736 0.1 0.0 0.0 0.00
C -1.829366 2.594792 1.230662 0.0 0.0 0.0 -0.02
C -1.306749 1.417610 0.745203 0.1 0.0 0.0 0.09
N -0.255156 0.811431 1.341569 -0.1 -0.1 -0.1 0.02
H 0.389097 3.008059 3.774943 0.0 0.0 0.0 0.01
H -1.640018 4.107461 2.755648 0.0 0.0 0.0 0.01
H -2.671411 3.051340 0.728258 0.0 0.0 0.0 0.00
H -1.702400 0.936864 -0.141250 0.0 0.0 0.0 -0.02

2.
30
Properties=species:S:1:pos:R:3:forces:R:3:nbo_charge:R:1 method="wB97M-V/def2-TZVPD" energy_ev=-36323.305 total_charge=+3 e_lumo_ev=-16.90 gap_ev=3.83 multiplicity=1 homo_ev=-20.731
C -3.176655 0.399501 1.103059 0.6 -0.2 -0.1 -0.58
C -2.903912 0.109217 -0.454515 -1.6 0.1 -0.7 0.12
O -2.347019 1.158054 -1.099678 0.2 0.1 0.4 -0.52
C -1.943026 -1.180356 -0.597799 0.7 0.5 -0.4 -0.22
N -0.610750 -0.759301 -0.285025 -0.9 -1.1 2.4 -0.21
C 0.255820 -1.753491 0.315757 0.9 0.4 0.0 -0.32
C 1.367088 -1.168782 1.169331 -0.1 -0.1 0.6 -0.11
O 2.423366 -0.534369 0.385460 -1.1 -0.1 -0.4 -0.41
N 1.925952 0.576090 -0.293655 -0.5 -0.1 -0.3 -0.34
C 2.403110 0.686803 -1.706351 -0.3 -0.5 0.0 -0.47
S 2.177070 2.009588 0.609858 1.1 1.8 0.9 2.50
O 3.290561 1.834882 1.445085 0.3 -1.4 0.9 -0.85
O 2.179750 3.094240 -0.254397 -1.0 0.6 -1.6 -0.81
F 0.895768 2.091379 1.477219 0.0 -0.8 -0.3 -0.44
H -2.822287 1.406224 1.336774 0.1 -0.1 -0.1 0.27
H -2.676101 -0.351818 1.712939 -0.3 0.1 0.2 0.22
H -4.264155 0.374488 1.216235 0.1 -0.2 0.0 0.30
H -3.853300 -0.167854 -0.924488 0.2 -0.2 0.0 0.25
H -2.970282 1.532705 -1.757752 0.4 0.0 -0.1 0.55
H -2.277787 -2.057287 -0.029857 0.4 -0.2 -0.2 0.29
H -2.027037 -1.436124 -1.681672 -0.5 0.5 0.1 0.37
H -0.586993 0.098847 0.274158 0.3 0.6 -1.0 0.45
H -0.360963 -2.393265 0.982784 0.1 0.0 -0.1 0.33
H 0.704908 -2.434771 -0.425675 -0.5 0.1 -0.2 0.30
H 1.022604 -0.453785 1.925372 -0.1 -0.1 -0.1 0.23
H 1.845263 -1.991659 1.706969 0.1 0.1 -0.1 0.28
H 1.528760 0.878651 -2.331401 0.2 0.2 0.0 0.27
H 3.150047 1.468961 -1.861481 -0.1 0.0 0.1 0.28
H 2.792586 -0.296685 -1.978504 -0.1 0.1 -0.1 0.23
In 4.857616 -0.740080 0.021248 1.4 -0.1 0.2 1.02

3.
8
Properties=species:S:1:pos:R:3:forces:R:3:nbo_charge:R:1 method="wB97M-V/def2-TZVPD" energy_ev=-11441.134 smiles=C#P.C de_lowest_kcal_mol=31.8 total_charge=0 e_lumo_ev=0.42 gap_ev=10.54 multiplicity=1 homo_ev=-10.122
C 1.548971 0.297779 -0.073654 -1.3 0.2 0.6 -0.87
C -2.400729 -0.441651 -0.040940 -1.2 1.2 1.6 -0.74
P -2.895442 0.259629 1.276940 1.0 -1.3 -2.2 0.52
H 2.379216 -0.311463 -0.070483 3.0 -0.2 -0.5 0.22
H 1.300715 0.892483 -0.942387 0.4 0.2 0.2 0.22
H 0.930159 -0.537625 -0.024654 -2.3 -1.3 -0.4 0.22
H 1.381534 0.677721 0.917164 0.2 1.1 0.1 0.22
H -2.244423 -0.836873 -1.041986 0.2 0.1 0.6 0.23

Record order is preserved below.
Maximum force: 0.0045, 0.0539, 0.0587 hartree/bohr